Molecular formula: C4H5NO
Method: DFT, the ωB97M-V functional and the def2-TZVPD basis

Each line ends with the natural charge from an NBO analysis.
Geometry (Å):
O: 1.46246 -0.02661 0.93920  -0.48
N: 0.80390 -0.15057 -1.24441  -0.48
C: -1.64205 -0.24043 -0.62003  -0.44
C: 1.73404 -0.26085 -0.36892  0.40
C: 0.10218 0.44616 0.91091  -0.14
C: -0.35133 0.05079 -0.44577  0.12
H: -0.62135 0.02788 1.61319  0.21
H: 2.75514 -0.57813 -0.56994  0.19
H: 0.12470 1.53316 1.06389  0.20
H: -2.18455 -0.54567 0.27201  0.20
H: -2.18313 -0.25573 -1.55012  0.21

Computed properties:
E_HOMO   -0.324 Eh
ΔE to the lowest compared entry with this formula, charge and spin   37.5 kcal/mol
Orbital gap   9.74 eV
Multiplicity   1
Total energy   -285.3548 Ha
Total charge   0

---

Molecular formula: C4H5NO
Method: DFT, the ωB97M-V functional and the def2-TZVPD basis

Each line ends with the natural charge from an NBO analysis.
Geometry (Å):
O: 0.39708 -1.12274 -0.26161  -0.57
N: 2.35042 -0.09977 0.11920  -0.61
C: -0.97277 0.65809 -0.07677  -0.13
C: 0.18734 1.20752 -0.44616  -0.30
C: 1.19897 0.16116 -0.29001  0.47
C: -0.87205 -0.80828 0.22456  -0.11
H: 0.34526 2.25586 -0.67108  0.25
H: 1.88183 -1.04784 0.33313  0.40
H: -1.65074 -1.39599 -0.27180  0.20
H: -1.89824 1.18997 0.02933  0.22
H: -0.96710 -0.99799 1.31121  0.19

Computed properties:
E_HOMO   -0.362 Eh
ΔE to the lowest compared entry with this formula, charge and spin   57.3 kcal/mol
Orbital gap   10.59 eV
Multiplicity   1
Total energy   -285.3233 Ha
Total charge   0

---

Molecular formula: C4H5NO
Method: DFT, the ωB97M-V functional and the def2-TZVPD basis

Each line ends with the natural charge from an NBO analysis.
Geometry (Å):
O: 1.24613 -1.17127 1.00651  -0.60
N: 2.27452 0.10740 -0.56238  -0.81
C: -0.91447 0.65147 0.21796  0.16
C: -2.17399 -0.04389 0.05687  -0.71
C: 0.25738 0.88131 0.43251  -0.23
C: 1.32345 -0.13842 0.37093  0.64
H: -2.23945 -0.76446 0.87952  0.25
H: 2.37851 1.03546 -0.93531  0.40
H: -2.13010 -0.60454 -0.88387  0.25
H: -3.04473 0.60808 0.05517  0.25
H: 3.02275 -0.56115 -0.63790  0.40

Computed properties:
E_HOMO   -0.357 Eh
ΔE to the lowest compared entry with this formula, charge and spin   46.8 kcal/mol
Orbital gap   10.61 eV
Multiplicity   1
Total energy   -285.3400 Ha
Total charge   0

---

Molecular formula: C4H5NO
Method: DFT, the ωB97M-V functional and the def2-TZVPD basis

Each line ends with the natural charge from an NBO analysis.
Geometry (Å):
O: 1.79792 0.85897 0.20060  -0.41
N: 0.74353 -1.02317 -0.34290  -0.46
C: 1.86279 -0.39088 -0.29867  0.33
C: -1.64008 -0.36098 -0.02829  -0.63
C: -0.18387 -0.09846 0.12713  0.07
C: 0.46854 1.03241 0.47160  0.03
H: 2.81346 -0.72303 -0.68307  0.19
H: -1.80498 -0.58415 -1.08674  0.23
H: 0.16146 1.99281 0.85750  0.21
H: -2.23398 0.51811 0.23230  0.22
H: -1.98481 -1.22163 0.55053  0.23

Computed properties:
E_HOMO   -0.339 Eh
ΔE to the lowest compared entry with this formula, charge and spin   9.1 kcal/mol
Orbital gap   10.29 eV
Multiplicity   1
Total energy   -285.4000 Ha
Total charge   0

---

Molecular formula: C4H5NO
Method: DFT, the ωB97M-V functional and the def2-TZVPD basis

Each line ends with the natural charge from an NBO analysis.
Geometry (Å):
O: -0.23708 -1.28158 0.05886  -0.49
N: -0.49556 0.95880 -0.03392  -0.42
C: 0.34592 0.02946 0.04353  0.51
C: 1.82617 0.04675 0.14617  -0.68
C: -1.55557 -1.20729 0.01771  0.28
C: -1.78385 0.28095 -0.13065  -0.45
H: 2.13935 -0.50912 1.03494  0.24
H: 2.27300 -0.44384 -0.72393  0.24
H: -2.16820 0.41647 -1.15463  0.26
H: 2.18245 1.07536 0.21052  0.25
H: -2.53629 0.70652 0.54078  0.25

Computed properties:
E_HOMO   -0.336 Eh
ΔE to the lowest compared entry with this formula, charge and spin   58.1 kcal/mol
Orbital gap   9.88 eV
Multiplicity   1
Total energy   -285.3219 Ha
Total charge   0

---

Molecular formula: C4H5NO
Method: DFT, the ωB97M-V functional and the def2-TZVPD basis

Each line ends with the natural charge from an NBO analysis.
Geometry (Å):
O: -1.25352 0.06788 -1.45238  -0.49
N: -1.77739 1.81194 1.08571  -0.32
C: 0.81393 -0.19976 -0.28653  -0.50
C: -0.13441 -0.37627 -1.45472  0.43
C: 0.01267 -0.10163 1.02526  -0.50
C: -0.99724 0.96287 0.99677  0.29
H: 0.22762 -0.95768 -2.32157  0.12
H: 1.38242 0.72891 -0.43033  0.25
H: 1.55319 -1.01142 -0.27992  0.23
H: -0.50134 -1.04416 1.24984  0.25
H: 0.67407 0.11932 1.86787  0.25

Computed properties:
E_HOMO   -0.372 Eh
ΔE to the lowest compared entry with this formula, charge and spin   19.2 kcal/mol
Orbital gap   10.72 eV
Multiplicity   1
Total energy   -285.3840 Ha
Total charge   0

---

Molecular formula: C4H5NO
Method: DFT, the ωB97M-V functional and the def2-TZVPD basis

Each line ends with the natural charge from an NBO analysis.
Geometry (Å):
O: 1.74461 0.23597 1.46734  -0.47
N: -1.26974 -0.50509 0.94502  -0.65
C: 0.34932 -0.22169 -0.72335  -0.43
C: -0.71788 -1.01915 -0.08365  0.14
C: 1.07615 0.41086 0.49188  0.67
C: 0.31757 1.28042 -0.37250  -0.52
H: 1.02357 1.83362 -0.98553  0.25
H: -0.85981 -2.05469 -0.42391  0.17
H: -1.80852 -1.17783 1.47587  0.35
H: 0.76228 -0.54795 -1.68344  0.24
H: -0.61755 1.76554 -0.10772  0.26

Computed properties:
E_HOMO   -0.335 Eh
ΔE to the lowest compared entry with this formula, charge and spin   57.1 kcal/mol
Orbital gap   9.99 eV
Multiplicity   1
Total energy   -285.3236 Ha
Total charge   0

---

Molecular formula: C4H5NO
Method: DFT, the ωB97M-V functional and the def2-TZVPD basis

Each line ends with the natural charge from an NBO analysis.
Geometry (Å):
O: 0.14986 -1.40071 1.08500  -0.68
N: -2.68190 -0.14071 -0.61698  -0.32
C: -0.46599 0.89692 0.26393  -0.33
C: 0.91952 0.24335 -0.62179  -0.47
C: 0.50492 -0.09202 0.80178  0.08
C: -1.67205 0.29508 -0.24642  0.19
H: 0.17475 1.26136 -0.80182  0.34
H: -0.69241 -1.61871 0.66206  0.48
H: 1.18956 0.25625 1.56941  0.20
H: 1.84311 0.81384 -0.72256  0.25
H: 0.73061 -0.51465 -1.37262  0.25

Computed properties:
E_HOMO   -0.340 Eh
ΔE to the lowest compared entry with this formula, charge and spin   96.2 kcal/mol
Orbital gap   9.76 eV
Multiplicity   1
Total energy   -285.2613 Ha
Total charge   0

---

Number 7 is which compound? C4H5NO